The following is a quantum chemistry calculation of a structure of composition C26H34CaCl4N2O6S, from OMol25.

Summary:
- E_tot: -4488.7984 a.u.
- Molecular weight: 684.523 u
- Energy above the lowest of the compared OMol25 structures with the same formula, charge and spin: 1.426 eV
- HOMO energy: -7.4 eV

```
74
Properties=species:S:1:pos:R:3:mulliken_charge:R:1
Ca -0.42574 -1.32551 0.46568 2.207
C -1.78606 -0.01094 -4.32329 -0.898
O -1.14417 -0.71652 -3.27027 0.086
C -0.22665 -1.66965 -3.75431 -1.016
C 0.52933 -2.23263 -2.59362 -0.521
O -0.32248 -2.52632 -1.47482 0.246
C -1.33995 -3.50170 -1.67074 -0.612
C -2.16541 -3.54157 -0.38397 -0.760
O -2.45326 -2.21696 0.10092 -0.283
C -3.34286 -1.46177 -0.75767 -0.522
H -1.05501 0.55086 -4.91595 0.313
H -2.32175 -0.69487 -4.98677 0.376
H -2.48668 0.68757 -3.87021 0.181
H -0.73725 -2.44784 -4.32990 0.400
H 0.51280 -1.20286 -4.41438 0.481
H 1.05850 -3.13554 -2.89515 0.351
H 1.25236 -1.50214 -2.23377 0.247
H -1.96887 -3.23533 -2.51933 0.406
H -0.90362 -4.48157 -1.85308 0.408
H -3.08528 -4.09086 -0.55515 0.503
H -1.59985 -4.03993 0.40457 0.055
H -4.28578 -1.99286 -0.87285 0.373
H -3.53025 -0.51340 -0.27376 0.079
H -2.88334 -1.27058 -1.73410 0.080
Cl -0.81848 3.37530 6.26762 -0.251
C -0.71444 2.05566 5.11925 0.406
C -1.67891 1.92449 4.14227 -0.620
C -1.59214 0.87085 3.25132 0.660
Cl -2.76173 0.76904 1.94065 -0.204
C -0.57555 -0.10541 3.29154 -0.815
O -0.53379 -1.10971 2.46265 -0.986
C 0.40554 0.11686 4.28402 0.579
Cl 1.77278 -0.97124 4.34200 -0.207
C 0.33897 1.16167 5.18766 -0.808
H -2.48706 2.64066 4.06436 0.439
H 1.11106 1.28012 5.93842 0.437
C -3.50694 3.87001 -2.07625 -1.064
S -2.52138 2.43014 -1.65948 0.168
C -0.97529 2.92884 -2.43111 -0.666
H -3.08884 4.76797 -1.61734 0.283
H -4.51240 3.71056 -1.68214 0.351
H -3.56916 4.00821 -3.15749 0.286
H -1.12021 3.12199 -3.49795 0.539
H -0.27297 2.10023 -2.31241 -0.178
H -0.55898 3.81549 -1.94641 0.349
C 5.15138 -1.99320 0.95451 -1.337
C 3.75597 -2.51413 1.11926 0.617
C 3.24505 -3.55304 1.86703 -1.087
C 1.85337 -3.51707 1.65646 0.327
N 1.52704 -2.54041 0.81501 0.504
N 2.71353 -1.94767 0.49504 -0.008
C 0.78947 -4.37914 2.27098 -1.360
H 5.87618 -2.76850 1.19937 0.386
H 5.32926 -1.14206 1.61642 0.252
H 5.33616 -1.66109 -0.06929 0.335
H 3.79861 -4.22529 2.50999 0.428
H 2.69755 -1.07751 -0.05157 -0.004
H 1.17954 -4.89579 3.14630 0.388
H 0.43173 -5.14099 1.57142 0.240
H -0.05561 -3.76896 2.60285 0.230
Cl 1.45302 7.05055 0.60678 -0.235
C 1.40083 5.32306 0.36994 0.455
C 2.34679 4.72914 -0.44873 -0.771
C 2.30104 3.35629 -0.64117 -0.349
C 1.31331 2.59234 -0.03878 -0.061
C 0.37360 3.20333 0.78639 0.393
C 0.41922 4.57752 1.00295 -0.972
C 1.26431 1.12865 -0.33252 0.511
O 2.28639 0.58183 -0.78996 -1.066
O 0.14464 0.52018 -0.12771 -0.356
H 3.10780 5.33723 -0.92199 0.427
H 3.03419 2.86502 -1.27026 0.448
H -0.40078 2.60352 1.25285 0.322
H -0.30243 5.06733 1.64918 0.462
```

---

The following is a quantum chemistry calculation of a structure of composition C17H18N6OS, from OMol25.

Summary:
- E_tot: -1459.9183 a.u.
- Molecular weight: 354.439 u
- Energy above the lowest of the compared OMol25 structures with the same formula, charge and spin: 18.103 eV
- HOMO energy: -8.5 eV

```
43
Properties=species:S:1:pos:R:3:mulliken_charge:R:1
O -3.62191 -1.91135 -1.14479 -0.597
C -3.22858 -1.31892 -0.21755 0.848
N -3.76279 -0.02405 0.07423 0.207
C -3.52701 0.70145 1.19270 -1.031
H -2.90724 0.03826 1.76911 0.506
C -2.95254 1.92292 0.77552 0.291
C -3.88978 2.60774 -0.10371 -1.266
C -4.19679 1.81008 -1.53052 -0.350
C -4.87206 0.54964 -0.93797 -0.809
H -4.99387 -0.23990 -1.64447 0.426
H -5.80923 0.97591 -0.30483 0.260
H -4.97392 2.36957 -2.19824 0.316
H -3.25669 1.32992 -2.07805 0.248
H -3.27074 3.70388 -0.62746 0.251
H -4.71784 3.05379 0.11090 0.583
H -2.74307 2.62011 1.70222 0.241
H -1.92065 1.57843 0.29425 0.066
H -4.54969 0.94457 1.82020 0.181
C -2.29699 -1.81279 0.71507 -0.848
H -2.83912 -1.91284 1.90598 0.299
H -2.18498 -2.92579 0.34894 0.398
S -0.95173 -0.88032 0.98700 -0.082
C 0.26706 -2.11952 0.46180 0.449
N -0.04602 -3.46762 0.46029 -0.328
N 1.13276 -3.98914 -0.27749 -0.696
C 2.18796 -3.25685 -0.12440 0.496
C 3.49098 -3.55048 -0.39677 -1.108
C 4.23456 -2.04695 -0.41782 -1.128
C 3.47193 -1.00090 0.01462 0.840
N 2.31332 -0.91966 0.24944 -0.790
N 1.60436 -1.89730 0.11421 0.684
C 4.26296 0.27692 -0.20020 0.611
C 3.86565 1.40287 0.72776 -0.498
C 4.53496 2.41603 0.69069 -0.135
N 5.63181 2.65778 0.01694 -0.369
C 6.13543 1.92785 -0.69970 -0.084
C 5.48147 0.50473 -0.99269 -0.932
H 5.84221 -0.25001 -1.20425 0.580
H 6.97928 1.96237 -1.28405 0.439
H 4.12220 3.51764 1.40226 0.121
H 3.01587 1.17108 1.45041 0.288
H 5.12010 -2.14652 -0.33167 0.647
H 3.81836 -4.37262 -0.56792 0.776
```

---

The following is a quantum chemistry calculation of a cluster of 4 separate species, C4H16O3 in total, from OMol25.

Summary:
- E_tot: -387.6860 a.u.
- Molecular weight: 112.169 u
- Energy above the lowest of the compared OMol25 structures with the same formula, charge and spin: 1.001 eV
- HOMO energy: -11.1 eV

```
23
Properties=species:S:1:pos:R:3:mulliken_charge:R:1
C -2.69771 0.03531 2.11665 -1.168
C -1.36495 -0.14506 1.30813 -0.463
C -1.60122 0.07288 -0.16560 -0.395
C -1.41907 1.55560 -0.57032 -1.158
H -3.38672 -0.76474 1.86392 0.326
H -3.26797 0.90741 1.81123 0.329
H -2.46495 0.02670 3.16836 0.335
H -1.06888 -1.17590 1.53558 0.300
H -0.55049 0.49937 1.66007 0.324
H -2.54735 -0.30266 -0.53333 0.320
H -0.83550 -0.49347 -0.70219 0.273
H -2.14458 1.82298 -1.33865 0.322
H -0.41642 1.72347 -0.97514 0.324
H -1.56168 2.33659 0.17318 0.331
O 3.11349 -0.31296 -4.37433 -0.647
H 3.43179 0.55500 -4.64653 0.324
H 2.16697 -0.45422 -4.54668 0.322
O 1.97617 -6.26130 -3.37746 -0.645
H 2.36398 -5.98570 -2.53902 0.323
H 1.87883 -5.49138 -3.95889 0.323
O 3.84304 3.85375 4.75902 -0.637
H 3.09482 3.26598 4.69085 0.317
H 3.45840 4.73232 4.64116 0.321
```

---

The following is a quantum chemistry calculation of a structure of composition C31H30N10O2OsS2Si, from OMol25.

Summary:
- E_tot: -3073.5885 a.u.
- Net charge: +2
- Molecular weight: 857.099 u
- Energy above the lowest of the compared OMol25 structures with the same formula, charge and spin: 0.000 eV
- HOMO energy: -12.8 eV

```
77
Properties=species:S:1:pos:R:3:mulliken_charge:R:1
Os -0.16964 0.33289 0.53999 0.489
S -3.58563 5.82312 4.54334 0.223
N -3.55345 4.23168 4.76923 -0.665
C -2.79012 3.72614 3.81350 0.727
C -2.48447 2.32078 3.63487 0.426
C -2.95332 1.30417 4.46601 -0.619
C -2.58518 0.00488 4.19116 -0.871
C -1.76881 -0.25865 3.09925 -0.060
N -1.31625 0.70679 2.29366 0.246
C -1.66549 1.98429 2.55795 -0.161
C -1.12334 2.98895 1.66298 -0.456
N -0.32802 2.52593 0.67236 0.250
C 0.20911 3.40941 -0.16838 -0.033
C -0.02821 4.77815 -0.06506 -1.124
C -0.84272 5.25611 0.93465 -0.638
C -1.40495 4.34178 1.82959 0.552
C -2.26662 4.70718 2.93648 0.625
N -2.64381 5.93747 3.24552 -0.649
H -3.59085 1.55059 5.30489 0.581
H -2.91998 -0.81624 4.80846 0.523
H -1.46757 -1.26747 2.85950 0.357
H 0.83821 3.03273 -0.96395 0.447
H 0.43285 5.44121 -0.78296 0.554
H -1.05551 6.31147 1.04351 0.578
N 3.36967 -3.78656 -5.15989 -0.472
C 2.78791 -2.70766 -4.58236 1.040
C 3.55700 -1.57737 -4.24416 -0.819
C 2.97331 -0.48438 -3.65121 -0.444
C 1.60474 -0.50625 -3.36901 -0.211
C 0.82410 -1.61568 -3.69713 -0.413
C 1.40866 -2.70449 -4.29777 -0.831
S 0.86602 0.85673 -2.61582 1.268
O -0.55715 0.80651 -2.77348 -0.664
O 1.59555 2.05749 -2.87515 -0.674
N 1.04823 0.56480 -0.94783 -0.228
C 2.23273 0.75193 -0.23074 0.730
N 3.43375 0.99826 -0.68023 -0.334
C 4.36207 1.18293 0.26807 -0.581
C 4.08375 1.13660 1.62635 -0.888
C 2.78184 0.84862 2.00049 -0.268
N 1.86332 0.63038 1.06769 -0.057
H 4.31495 -3.72928 -5.49485 0.213
H 2.80272 -4.52457 -5.53740 0.213
H 4.61378 -1.56458 -4.47859 0.350
H 3.55742 0.39459 -3.41614 0.511
H -0.24015 -1.60057 -3.49960 0.526
H 0.80531 -3.55885 -4.57750 0.372
H 5.36652 1.38184 -0.08516 0.520
H 4.85314 1.30738 2.36336 0.464
H 2.47494 0.77224 3.03560 0.592
C -3.20821 1.53470 -1.37550 -1.266
C -2.92659 0.08212 -1.18946 0.799
C -3.67514 -0.91565 -1.83175 -0.968
C -3.34488 -2.24076 -1.65637 -0.799
C -2.27014 -2.61418 -0.84104 -0.753
C -1.59647 -1.60043 -0.21415 0.810
N -1.94617 -0.29979 -0.38627 0.233
N -0.41502 -1.54152 0.56118 0.413
Si 0.59067 -2.98936 1.01583 -0.149
C 1.28529 -3.57847 -0.60207 -0.752
C -0.51748 -4.20805 1.87497 -1.136
C 1.89531 -2.37818 2.19042 -0.973
H -3.04055 1.80183 -2.41899 0.315
H -2.54946 2.14140 -0.76005 0.015
H -4.24656 1.75733 -1.12837 0.529
H -4.50009 -0.62855 -2.46828 0.549
H -3.91685 -3.00790 -2.16111 0.463
H -1.97955 -3.64791 -0.72858 0.412
H 0.52894 -4.03666 -1.24116 0.295
H 2.06518 -4.32315 -0.42592 0.514
H 1.73432 -2.74964 -1.15709 0.068
H -1.38552 -4.51830 1.29451 0.359
H -0.87221 -3.81849 2.83219 0.353
H 0.06030 -5.10916 2.09641 0.423
H 2.74514 -1.93184 1.67428 0.247
H 2.27198 -3.22608 2.76735 0.515
H 1.49342 -1.65675 2.90492 0.267
```

---

The following is a quantum chemistry calculation of a structure of composition C24H17FeN2O5P, from OMol25.

Summary:
- E_tot: -3015.3206 a.u.
- 2S+1: 6
- Net charge: +1
- Molecular weight: 500.228 u
- Expectation value of S²: 8.77
- Energy above the lowest of the compared OMol25 structures with the same formula, charge and spin: 0.054 eV
- HOMO energy (spin up / spin down): -11.4 / -12.5 eV

```
50
Properties=species:S:1:pos:R:3:mulliken_spin:R:1
Fe 1.23782 1.36584 -0.45426 3.899
O 3.20222 0.34391 -0.70348 0.290
C 2.31913 -0.41227 -0.36555 0.275
C 2.00131 -1.84160 -0.30207 0.136
C 2.89657 -2.89556 -0.23400 0.000
C 2.39237 -4.18665 -0.15348 0.010
C 1.01575 -4.38400 -0.16873 -0.004
C 0.12283 -3.31882 -0.25134 0.005
C 0.61537 -2.02314 -0.30415 0.080
P -0.42036 -0.50088 -0.31068 -0.009
C -0.28774 0.17979 -2.00857 0.071
C 0.37263 -0.47041 -3.06080 0.020
C 0.47909 0.14527 -4.29603 0.005
C -0.05063 1.41747 -4.49268 0.016
C -0.68949 2.07942 -3.45654 0.004
C -0.80943 1.46716 -2.21385 -0.038
C -2.12372 -1.05591 -0.12895 0.037
C -2.89066 -1.48523 -1.21230 0.007
C -4.17959 -1.94983 -1.00140 0.002
C -4.70186 -1.98811 0.28661 0.003
C -3.94422 -1.55737 1.36612 0.003
C -2.65574 -1.08611 1.15902 0.012
H 3.96285 -2.70762 -0.23633 0.000
H 3.06340 -5.03164 -0.08620 0.001
H 0.62676 -5.39343 -0.11635 0.000
H -0.94519 -3.49836 -0.25755 0.003
H 0.79396 -1.45717 -2.91272 0.001
H 0.97938 -0.36347 -5.10934 0.001
H 0.04434 1.89607 -5.45821 0.001
H -1.09371 3.07121 -3.60651 0.000
H -1.32649 1.98209 -1.40934 0.008
H -2.49040 -1.45101 -2.21916 0.002
H -4.77788 -2.28010 -1.83994 0.000
H -5.70952 -2.34813 0.44724 0.000
H -4.35780 -1.57653 2.36541 0.000
H -2.07016 -0.73140 1.99992 0.000
O 1.28659 5.36919 3.85233 0.000
C 1.43526 4.17060 4.41090 -0.002
O 1.54077 4.01130 5.59384 0.000
C 1.44430 2.98744 3.49526 0.001
C 1.56673 1.69788 3.95822 0.000
N 1.51284 0.87927 2.88970 0.003
N 1.37413 1.57108 1.74813 0.047
C 1.34012 2.84255 2.10663 0.005
C 1.19577 3.79887 0.98618 -0.017
O 1.19671 4.99690 1.15861 0.022
O 1.08162 3.20491 -0.17672 0.099
H 1.17214 5.30409 2.87866 0.000
H 1.67422 1.33691 4.96839 0.001
H 1.57760 -0.12447 2.87603 -0.001
```

---

The following is a quantum chemistry calculation of a cluster of 3 separate species, C2H4ClN in total, from OMol25.

Summary:
- E_tot: -593.3595 a.u.
- Molecular weight: 77.514 u
- Energy above the lowest of the compared OMol25 structures with the same formula, charge and spin: 4.943 eV
- HOMO energy: -10.1 eV

```
8
Properties=species:S:1:pos:R:3:mulliken_charge:R:1
C -1.49067 -0.00392 -0.53713 -0.131
C -1.19703 1.16314 -0.05070 -0.189
N 1.61902 -0.41561 0.06060 -0.662
Cl -2.42067 -1.17890 -1.27896 -0.089
H -0.72141 2.11020 0.04679 0.403
H 0.72600 -0.94372 -0.07607 0.208
H 2.32118 -1.11732 1.16191 0.234
H 1.16357 0.38612 0.67355 0.226
```